# 1
C52H114F3NO5P3 | ωB97M-V/def2-TZVPD

Each line ends with the Mulliken charge.
Geometry (Å):
C1 0.5391 7.4593 -4.9361  -1.33
C2 -0.5529 6.3001 -4.6919  -0.65
C3 -0.0097 4.8692 -4.6905  -0.47
C4 -1.0296 3.8264 -4.3179  -1.07
P1 -0.6470 2.2477 -5.1648  0.70
C5 -1.9855 1.0955 -4.5088  -1.29
C6 -2.1612 -0.2214 -5.2933  -0.53
C7 -3.1329 -1.1445 -4.4739  -0.55
C8 -4.5800 -0.5974 -4.1890  -1.25
C9 1.0143 1.6415 -4.8780  -0.95
C10 2.0480 2.3933 -5.5761  -0.45
C11 3.3981 1.5714 -5.8064  -0.69
C12 4.4523 2.4405 -6.5951  -1.28
C13 -0.7548 2.5127 -6.8787  -1.17
C14 -2.1868 2.6080 -7.6010  -0.93
C15 -2.8880 3.8919 -7.4982  -0.07
C16 -2.0543 4.8858 -8.3534  -1.35
H1 1.3546 7.1875 -5.6063  0.34
H2 0.8298 7.9321 -3.9979  0.34
H3 0.0217 8.3252 -5.3491  0.38
H4 -1.3511 6.4292 -5.4228  0.35
H5 -1.0138 6.4052 -3.7098  0.47
H6 0.8459 4.7736 -4.0220  0.30
H7 0.3257 4.5277 -5.6698  0.26
H8 -1.9722 4.2151 -4.7034  0.53
H9 -1.0649 3.6627 -3.2408  0.82
H10 -2.9066 1.6783 -4.5107  0.52
H11 -1.6809 1.0287 -3.4644  0.82
H12 -1.2208 -0.7635 -5.3925  0.29
H13 -2.5738 -0.1104 -6.2961  0.32
H14 -2.5471 -1.0971 -3.5559  0.28
H15 -3.3858 -2.1242 -4.8794  0.37
H16 -4.6404 0.2689 -3.5303  0.38
H17 -5.2699 -1.3687 -3.8465  0.36
H18 -5.0345 -0.1808 -5.0879  0.31
H19 1.0950 0.6604 -5.3461  0.33
H20 1.1695 1.4361 -3.8189  0.72
H21 2.4395 3.3121 -5.1394  0.19
H22 1.6102 2.6696 -6.5353  0.25
H23 3.1292 0.7403 -6.4584  0.44
H24 3.8600 1.2133 -4.8864  0.38
H25 4.0746 3.0931 -7.3822  0.33
H26 5.0957 1.7325 -7.1174  0.37
H27 4.9367 3.0811 -5.8581  0.34
H28 -0.1962 1.6832 -7.3123  0.58
H29 -0.2178 3.4111 -7.1829  0.74
H30 -2.7982 1.7882 -7.2238  0.07
H31 -2.0957 2.3647 -8.6596  0.57
H32 -2.8695 4.2590 -6.4720  0.01
H33 -3.9266 3.7751 -7.8076  0.45
H34 -1.0906 5.1177 -7.8999  0.33
H35 -2.6386 5.8059 -8.3464  0.39
H36 -1.9068 4.7176 -9.4202  0.38
C17 6.4267 -5.5815 -5.2002  -1.21
C18 6.7110 -5.9655 -3.7602  -0.27
C19 6.1396 -5.0372 -2.6802  -0.91
C20 4.5877 -5.1146 -2.5069  -1.18
P2 3.9546 -6.4956 -1.5484  0.44
C21 4.7993 -6.6423 0.0630  -1.19
C22 5.0963 -5.3994 0.8997  -0.59
C23 5.7766 -5.8181 2.2375  -0.69
C24 4.9300 -6.6511 3.2513  -1.11
C25 2.1472 -6.2926 -1.3310  -0.72
C26 1.5912 -7.6046 -0.7408  -0.37
C27 0.0553 -7.4731 -0.6404  -0.97
C28 -0.4567 -6.4819 0.3758  -1.18
C29 4.3347 -8.0653 -2.3784  -1.51
C30 3.9937 -8.1159 -3.9250  -0.73
C31 4.6815 -9.1980 -4.6909  -0.72
C32 4.3938 -10.6723 -4.2351  -1.19
H37 6.3517 -4.5128 -5.4012  0.34
H38 5.5622 -6.0888 -5.6286  0.28
H39 7.2566 -6.0149 -5.7582  0.39
H40 7.7719 -5.8053 -3.5678  0.46
H41 6.6386 -7.0252 -3.5154  0.09
H42 6.2707 -4.0361 -3.0910  0.53
H43 6.7471 -4.9681 -1.7778  0.38
H44 4.1199 -5.0630 -3.4901  0.60
H45 4.2193 -4.2520 -1.9517  0.62
H46 5.7306 -7.1148 -0.2492  0.73
H47 4.3397 -7.4261 0.6651  0.46
H48 4.1338 -4.8893 0.9380  0.48
H49 5.6805 -4.7140 0.2857  0.36
H50 6.2360 -4.9313 2.6743  0.41
H51 6.5721 -6.5092 1.9589  0.31
H52 5.4179 -6.7515 4.2208  0.35
H53 4.7617 -7.5982 2.7386  0.31
H54 3.9368 -6.2941 3.5236  0.29
H55 1.6145 -6.0672 -2.2548  0.68
H56 1.9115 -5.4528 -0.6772  0.67
H57 1.9139 -7.8254 0.2767  0.19
H58 1.6715 -8.5278 -1.3145  0.19
H59 -0.3837 -8.4662 -0.5448  0.45
H60 -0.2801 -7.2911 -1.6615  0.46
H61 -0.7216 -5.5211 -0.0654  0.34
H62 0.2194 -6.3955 1.2264  0.29
H63 -1.4845 -6.7358 0.6352  0.37
H64 3.8832 -8.8370 -1.7549  0.78
H65 5.4101 -8.2376 -2.3350  0.69
H66 4.1271 -7.1728 -4.4550  0.29
H67 2.9205 -8.3063 -3.9187  0.51
H68 5.7265 -8.9449 -4.5117  0.28
H69 4.4365 -9.1515 -5.7520  0.49
H70 5.1613 -11.1852 -4.8147  0.35
H71 3.4875 -11.0302 -4.7235  0.32
H72 4.3096 -10.7382 -3.1504  0.34
C33 -5.8113 4.1206 9.6865  -1.30
C34 -4.4066 3.4750 9.5548  -0.66
C35 -3.8338 3.2363 8.1454  -0.31
C36 -2.3898 2.9942 8.2924  -1.36
P3 -1.4066 2.4452 6.8134  0.78
C37 0.2258 2.1002 7.3959  -0.74
C38 0.3926 1.2452 8.7054  -0.45
C39 1.8881 0.9654 9.0777  -0.61
C40 2.6830 2.0085 9.8539  -1.23
C41 -2.1902 0.9887 5.9973  -1.10
C42 -2.6268 -0.3168 6.7661  -0.48
C43 -4.0564 -0.4033 7.3778  -0.40
C44 -5.1146 -0.7200 6.2508  -1.28
C45 -1.2102 3.8068 5.6708  -1.01
C46 -1.4663 5.1987 6.1689  -0.62
C47 -0.6334 6.2802 5.4036  -0.64
C48 0.8598 5.9373 5.4525  -1.11
H73 -5.9938 5.0082 9.0807  0.33
H74 -5.8686 4.5189 10.6995  0.37
H75 -6.5378 3.3459 9.4411  0.34
H76 -4.4169 2.5532 10.1364  0.34
H77 -3.6666 4.0681 10.0920  0.47
H78 -3.9355 4.0997 7.4880  0.20
H79 -4.3663 2.4273 7.6454  0.21
H80 -2.2348 2.0967 8.8912  0.55
H81 -1.7565 3.7825 8.6993  0.77
H82 0.6646 3.0943 7.4818  0.24
H83 0.6871 1.4969 6.6139  0.61
H84 0.0571 0.2381 8.4580  0.06
H85 -0.2391 1.6498 9.4962  0.41
H86 2.3654 0.8379 8.1060  0.30
H87 1.9278 0.0154 9.6107  0.45
H88 3.6824 1.6866 10.1466  0.37
H89 2.3685 2.3040 10.8549  0.32
H90 2.5352 2.9580 9.3393  0.27
H91 -1.3312 0.7408 5.3739  0.61
H92 -2.9872 1.3350 5.3392  0.63
H93 -1.9933 -0.4598 7.6415  0.01
H94 -2.3741 -1.2221 6.2142  0.50
H95 -4.4237 0.4290 7.9782  0.03
H96 -4.0790 -1.1770 8.1453  0.53
H97 -5.1908 -1.8054 6.1857  0.34
H98 -4.7578 -0.3805 5.2784  0.31
H99 -6.1426 -0.4448 6.4866  0.38
H100 -1.5809 3.5156 4.6880  0.76
H101 -0.1479 3.6063 5.5316  0.48
H102 -1.2806 5.3224 7.2358  0.28
H103 -2.5373 5.3630 6.0497  0.33
H104 -0.7653 7.2758 5.8272  0.43
H105 -1.0130 6.3456 4.3839  0.37
H106 1.2046 5.4718 6.3758  0.24
H107 1.3951 6.8758 5.3085  0.37
H108 1.2367 5.3068 4.6473  0.31
C49 -7.3523 4.3987 -0.6863  -0.10
O1 -7.2020 5.7948 -1.0407  -0.29
O2 -7.7681 3.6275 -1.8220  -0.88
C50 -6.2311 3.6969 0.1840  0.76
F1 -6.0213 4.5844 1.2608  -0.29
F2 -6.4636 2.3523 0.5416  -0.26
F3 -5.0761 3.6782 -0.4599  -0.26
C51 -6.4504 6.1249 -2.1355  -0.02
C52 -5.9265 7.5545 -1.9098  -1.18
H109 -5.2603 7.4742 -1.0508  0.28
H110 -5.3254 8.0109 -2.6962  0.37
H111 -6.7487 8.2685 -1.8605  0.29
H112 -7.0094 6.0616 -3.0691  0.25
H113 -5.6754 5.3584 -2.1347  0.15
H114 -8.1818 4.4926 0.0145  0.20
N1 1.1800 0.4665 0.9663  1.02
O3 1.3720 -0.6017 0.5036  -0.68
O4 1.9318 1.0872 1.6953  -0.69
O5 0.1121 0.9880 0.7514  -0.65

Values from the calculation:
spin multiplicity: 1
max |F|: 0.11438 Eh/bohr
relative energy (zero: lowest compared OMol25 entry of this formula, charge and spin): 115.4 kcal per mole
net charge: +1
HOMO-LUMO gap: 3.87 eV
highest occupied orbital energy: -5.76 eV
energy: -103502.6690 eV

***

# 2
C52H132N10O11 | ωB97M-V/def2-TZVPD

Each line ends with the Mulliken charge.
Geometry (Å):
C1 2.5637 -12.5756 11.4077  -2.04
C2 1.9596 -11.5734 12.3917  1.80
C3 3.1154 -10.6806 12.8793  -1.58
C4 0.8527 -10.7991 11.6737  1.10
C5 -0.2317 -10.2224 12.5994  1.33
C6 -0.7098 -11.3094 13.4898  -2.09
C7 0.2959 -12.0184 14.3957  1.75
C8 0.7373 -11.1346 15.5503  -1.63
C9 -0.3656 -13.3038 14.8346  -2.15
N1 1.4497 -12.3867 13.5290  0.52
O1 2.4510 -13.2324 14.2986  -0.50
H1 2.8517 -12.0524 10.4959  0.19
H2 3.4140 -13.2033 11.6744  0.33
H3 1.8004 -13.2810 11.0794  0.51
H4 3.6490 -10.2902 12.0127  0.46
H5 2.7788 -9.8503 13.5000  -0.05
H6 3.8280 -11.2497 13.4763  0.47
H7 1.3451 -9.9472 11.2048  -1.62
H8 0.3963 -11.3908 10.8802  0.48
H9 0.1399 -9.4239 13.2416  -1.11
H10 -1.0994 -9.9387 12.0039  0.31
H11 -1.2424 -12.0510 12.8945  0.42
H12 -1.4004 -10.9066 14.2308  0.52
H13 1.4787 -11.7114 16.1034  0.41
H14 -0.0996 -10.9244 16.2162  0.43
H15 1.3106 -10.2927 15.1622  0.10
H16 -1.3567 -13.0849 15.2321  0.40
H17 0.0925 -13.8789 15.6393  0.37
H18 -0.4325 -14.0028 14.0010  0.47
H19 2.1644 -14.0922 13.9819  0.32
C10 8.2571 -3.7491 12.8442  -1.82
C11 7.5174 -5.0791 13.3117  1.13
C12 8.0355 -6.2613 12.4825  -1.69
C13 8.0384 -5.3009 14.7122  -1.08
C14 7.0614 -6.1913 15.5445  -0.88
C15 5.5295 -5.7632 15.4488  -1.38
C16 4.9887 -5.6167 13.9740  1.91
C17 4.7723 -7.0679 13.4126  -1.19
C18 3.6480 -4.8873 14.0965  -1.62
N2 5.9916 -4.8524 13.2507  0.61
O2 5.6400 -4.5306 11.9693  0.26
H20 7.8690 -2.8431 13.3095  0.32
H21 9.3279 -3.7968 13.0422  0.42
H22 8.1489 -3.5566 11.7768  0.32
H23 7.7035 -6.2411 11.4444  0.26
H24 9.1136 -6.3692 12.6011  0.44
H25 7.6060 -7.1753 12.8927  0.35
H26 9.0383 -5.7253 14.8030  0.41
H27 8.0667 -4.3611 15.2637  0.42
H28 7.2091 -7.2510 15.3362  0.37
H29 7.2769 -6.0350 16.6015  0.45
H30 5.3622 -4.9154 16.1131  0.52
H31 4.9769 -6.5391 15.9786  0.40
H32 5.5037 -7.8132 13.7253  0.41
H33 4.7974 -7.0943 12.3232  -0.19
H34 3.8403 -7.4595 13.8202  0.24
H35 3.7980 -3.8171 14.2385  0.41
H36 2.9576 -5.3211 14.8199  0.47
H37 3.1101 -4.8088 13.1517  -0.33
H38 5.4199 -3.6040 12.0896  0.17
C19 1.1571 -2.3245 14.1310  -0.43
O3 0.5166 -2.0064 12.8493  -0.40
C20 -0.6284 -2.7554 12.5160  -0.31
C21 -0.9855 -2.3275 11.0522  2.14
C22 -1.0193 -0.8280 10.7830  -1.84
N3 -2.1576 -3.0731 10.6349  -0.59
H39 1.2001 -3.4060 14.2602  -0.01
H40 0.7804 -1.9466 15.0814  0.40
H41 2.1906 -1.9840 14.1940  0.12
H42 -0.4245 -3.8104 12.6991  -0.12
H43 -1.4499 -2.3403 13.1001  0.47
H44 -0.1410 -2.7696 10.5236  -0.97
H45 -0.1473 -0.2097 10.9961  0.31
H46 -1.9048 -0.5347 11.3470  0.46
H47 -1.1402 -0.5660 9.7319  0.38
H48 -2.3173 -2.9156 9.6501  0.24
H49 -1.9968 -4.0607 10.7724  0.20
C23 0.5042 -7.2960 14.9925  -0.59
O4 -0.8475 -7.7502 14.9530  -0.06
C24 -1.8836 -6.7551 15.2051  -0.66
C25 -3.2346 -7.2828 14.8336  0.68
C26 -3.4783 -7.4490 13.3757  -0.85
N4 -4.2623 -6.5769 15.5678  -0.77
H50 0.9380 -6.9031 15.9120  0.53
H51 0.8250 -6.7001 14.1380  0.01
H52 1.1661 -8.1526 14.8652  0.09
H53 -1.8750 -6.5149 16.2682  0.26
H54 -1.6145 -5.8210 14.7118  0.17
H55 -3.2727 -8.3041 15.2126  0.11
H56 -3.0969 -8.3966 12.9956  0.18
H57 -2.9359 -6.7146 12.7802  -0.06
H58 -4.5331 -7.3886 13.1074  0.43
H59 -4.3637 -5.6388 15.2077  0.26
H60 -5.1663 -7.0162 15.4686  0.28
C27 5.4871 -0.9837 13.1233  -1.12
O5 5.0060 -1.8935 12.1253  -0.19
C28 4.3725 -1.2604 10.9453  -1.13
C29 3.5454 -2.2596 10.0244  0.51
C30 2.6583 -1.5401 8.9747  -1.48
N5 2.6151 -2.8768 10.9469  0.67
H61 5.6995 -1.4276 14.0958  0.26
H62 4.6914 -0.2561 13.2829  0.44
H63 6.2849 -0.3989 12.6656  0.33
H64 3.8474 -0.3451 11.2185  0.40
H65 5.1841 -1.0137 10.2608  0.49
H66 4.0998 -3.1123 9.6324  0.41
H67 3.3008 -0.9577 8.3143  0.49
H68 1.9357 -0.8984 9.4788  0.20
H69 2.0920 -2.2718 8.3985  0.28
H70 2.1024 -2.1581 11.4376  0.16
H71 3.2260 -3.1232 11.7125  -0.73
C31 -2.0502 -6.7895 5.5845  -0.94
O6 -2.4615 -6.6848 6.9262  -0.52
C32 -1.9451 -7.6570 7.7734  -0.60
C33 -2.3435 -7.4931 9.2579  1.08
C34 -3.8127 -7.4582 9.5984  -1.44
N6 -1.8862 -6.2053 9.7718  0.03
H72 -0.9757 -6.6254 5.5030  0.27
H73 -2.6060 -6.0576 4.9984  0.27
H74 -2.2422 -7.7998 5.2232  0.38
H75 -2.2445 -8.6491 7.4355  0.48
H76 -0.8575 -7.6229 7.7091  0.02
H77 -1.6818 -8.1176 9.8581  -0.16
H78 -4.0428 -7.3310 10.6562  0.21
H79 -4.2307 -8.4002 9.2432  0.49
H80 -4.4317 -6.6860 9.1416  0.24
H81 -0.9365 -5.9604 9.5305  0.23
H82 -2.3110 -5.4933 9.1950  0.39
C35 -5.1955 -2.5882 4.6832  -0.85
O7 -4.5876 -3.0619 5.8440  -0.31
C36 -3.2292 -3.0344 5.6929  -1.07
C37 -2.5887 -3.0683 7.1276  0.05
C38 -1.0314 -3.0252 6.9976  -0.70
N7 -3.0551 -4.2207 7.8612  -0.41
H83 -5.0302 -1.5317 4.4721  0.32
H84 -6.2773 -2.6824 4.7778  0.29
H85 -5.0451 -3.2207 3.8084  0.33
H86 -2.9132 -3.8702 5.0687  0.23
H87 -2.9107 -2.1386 5.1597  0.57
H88 -2.9046 -2.1756 7.6674  0.63
H89 -0.5522 -2.7824 7.9461  -0.28
H90 -0.6659 -2.3333 6.2388  0.57
H91 -0.6977 -3.9827 6.5977  0.15
H92 -2.8017 -5.0715 7.3797  0.39
H93 -4.0464 -4.1467 7.6825  0.25
C39 4.5861 -13.5537 6.7584  -0.72
O8 5.6081 -12.6377 7.0503  -0.32
C40 6.1509 -11.8843 5.9900  -0.83
C41 7.1559 -10.8593 6.5240  0.37
C42 6.6068 -9.7477 7.4315  -1.39
N8 7.8536 -10.2367 5.3885  -0.62
H94 4.9360 -14.1170 5.8933  0.37
H95 3.6764 -13.0475 6.4354  0.25
H96 4.4168 -14.1787 7.6351  0.20
H97 6.6407 -12.6271 5.3603  0.49
H98 5.3407 -11.4592 5.3977  0.33
H99 7.8422 -11.4468 7.1338  0.16
H100 6.0454 -10.2176 8.2390  0.40
H101 5.8991 -9.1057 6.9070  0.29
H102 7.3998 -9.1962 7.9366  0.56
H103 8.5710 -9.6268 5.7537  0.21
H104 8.2595 -10.9597 4.8118  0.24
C43 10.7018 -4.7296 6.2666  -0.67
O9 10.2120 -5.8857 5.7012  -0.41
C44 8.7897 -6.0833 6.1040  -0.31
C45 7.8086 -5.2548 5.1330  0.59
C46 6.3708 -5.1773 5.5611  -1.24
N9 7.8516 -5.8378 3.7912  -0.76
H105 11.7841 -4.6700 6.1517  0.30
H106 10.5653 -4.6301 7.3434  0.28
H107 10.2072 -3.8616 5.8306  0.27
H108 8.6582 -7.1419 5.8804  -0.01
H109 8.4954 -5.8526 7.1279  0.36
H110 8.1740 -4.2430 4.9576  0.21
H111 5.6464 -4.9177 4.7891  0.42
H112 6.2611 -4.3684 6.2834  0.32
H113 6.1272 -6.1066 6.0761  0.10
H114 7.3648 -6.7217 3.8337  0.28
H115 8.8123 -6.1003 3.6230  0.29
C47 4.8477 -6.6250 9.0347  -0.22
O10 3.6951 -7.2367 8.5210  -0.27
C48 2.5042 -6.4669 8.5453  -1.31
C49 1.9411 -6.1111 9.9995  1.62
C50 1.6749 -7.3670 10.8893  0.52
N10 0.7920 -5.2956 9.9280  0.14
H116 4.9934 -5.7463 8.4062  0.16
H117 5.7850 -7.1792 8.9850  0.29
H118 4.7656 -6.2057 10.0375  -0.16
H119 2.6427 -5.5311 8.0038  0.47
H120 1.6733 -6.9132 7.9989  -0.11
H121 2.6894 -5.4022 10.3542  -0.53
H122 1.6485 -7.1216 11.9510  -0.66
H123 2.5357 -8.0282 10.7890  0.14
H124 0.7622 -7.8544 10.5464  -0.19
H125 0.4126 -5.1714 10.8557  -0.13
H126 1.1230 -4.3820 9.6525  -0.68
C51 1.2718 -11.2476 7.6701  -1.35
C52 2.5306 -10.5000 8.1253  1.69
O11 2.6406 -9.4523 7.2021  -0.71
H127 1.3808 -11.6575 6.6660  0.36
H128 0.3746 -10.6338 7.5904  0.19
H129 1.0512 -12.0467 8.3777  0.33
H130 3.3884 -11.1701 8.1824  -0.06
H131 2.4530 -10.0517 9.1158  -0.48
H132 3.1729 -8.7969 7.6589  0.32

Values from the calculation:
spin multiplicity: 1
max |F|: 0.06295 Eh/bohr
SMILES: CC1(C)CCCC(C)(C)N1O.CC1(C)CCCC(C)(C)N1O.COC[C@H](C)N.COC[C@H](C)N.COC[C@H](C)N.COC[C@H](C)N.COC[C@H](C)N.COC[C@H](C)N.COC[C@H](C)N.COC[C@H](C)N.CCO
relative energy (zero: lowest compared OMol25 entry of this formula, charge and spin): 0.0 kcal per mole
net charge: 0
HOMO-LUMO gap: 8.29 eV
highest occupied orbital energy: -7.90 eV
energy: -93477.8208 eV